No. 1
# C21H18N6O4Ta

C21H18N6O4Ta as an isolated structure (ωB97M-V/def2-TZVPD, the Open Molecules 2025 dataset).

As for the LUMO energy: -4.20 eV. Its net charge is +1. The calculation puts the molar mass at 599.4 g/mol. The relative energy (zero: lowest compared OMol25 entry of this formula, charge and spin) comes out at 0.000 eV.

Cartesian coordinates (Å):
C1 2.006 2.138 -0.322
C2 1.975 3.497 -0.597
C3 3.320 -3.475 -2.140
H1 4.301 -1.713 0.621
O1 2.183 -0.609 0.235
H2 3.131 5.274 -0.799
Ta1 0.107 -0.287 -0.037
H3 4.985 -0.261 1.395
N1 4.467 -3.407 -2.057
H4 1.026 3.966 -0.815
C4 -3.433 2.555 0.083
H5 -3.725 -3.733 -1.663
H6 -3.217 3.620 0.162
C5 4.402 2.246 -0.037
C6 -3.045 1.974 -1.283
O2 -2.604 1.896 2.295
H7 -1.690 -2.343 -1.737
C7 -3.406 -3.188 -0.786
N2 1.984 -3.555 -2.237
C8 1.276 -2.736 -1.638
C9 3.237 0.076 0.228
H8 -4.221 -2.526 2.430
H9 -2.182 -1.165 2.187
H10 5.342 1.758 0.179
N3 -1.820 -1.716 0.230
O3 -1.191 0.299 -1.621
C10 -5.322 -4.044 0.491
H11 5.206 -0.525 -0.335
C11 -4.126 -3.246 0.400
C12 0.203 -0.490 2.111
C13 -3.683 -2.516 1.493
H12 -2.693 2.709 -2.007
C14 -2.264 -2.415 -0.827
N4 -6.277 -4.676 0.563
O4 0.841 1.464 -0.340
C15 3.214 1.490 -0.040
H13 -4.482 2.417 0.338
N5 0.553 -1.975 -1.079
C16 3.155 4.214 -0.585
C17 -1.934 1.053 -0.901
C18 4.375 3.593 -0.303
H14 -3.843 1.405 -1.762
N6 -1.679 0.986 0.378
H15 0.397 -1.544 2.340
H16 -0.635 -0.125 2.698
C19 4.510 -0.655 0.494
H17 1.087 0.072 2.425
C20 -2.565 1.819 1.105
C21 -2.535 -1.762 1.361
H18 5.291 4.167 -0.297

Electronic structure analysis, Löwdin charges in units of e: atom 1 (C): -0.2513, atom 2 (C): 0.0198, atom 3 (C): -0.3216, atom 4 (H): 0.0934, atom 5 (O): -0.1371, atom 6 (H): 0.1219, atom 7 (Ta): 1.8885, atom 8 (H): 0.1114, atom 9 (N): 0.1447, atom 10 (H): 0.1276, atom 11 (C): -0.0464, atom 12 (H): 0.1351, atom 13 (H): 0.1342, atom 14 (C): 0.0060, atom 15 (C): -0.0408, atom 16 (O): 0.1311, atom 17 (H): 0.1037, atom 18 (C): 0.0284, atom 19 (N): 0.1409, atom 20 (C): -0.2545, atom 21 (C): -0.2796, atom 22 (H): 0.1363, atom 23 (H): 0.0944, atom 24 (H): 0.1212, atom 25 (N): -0.0468, atom 26 (O): -0.1030, atom 27 (C): -0.1469, atom 28 (H): 0.1103, atom 29 (C): -0.1908, atom 30 (C): -0.2243, atom 31 (C): 0.0313, atom 32 (H): 0.1380, atom 33 (C): -0.1018, atom 34 (N): 0.2034, atom 35 (O): -0.2092, atom 36 (C): -0.0899, atom 37 (H): 0.1324, atom 38 (N): -0.0175, atom 39 (C): -0.0218, atom 40 (C): -0.4847, atom 41 (C): -0.0435, atom 42 (H): 0.1385, atom 43 (N): 0.0216, atom 44 (H): 0.0377, atom 45 (H): 0.0055, atom 46 (C): 0.0256, atom 47 (H): 0.0236, atom 48 (C): -0.4220, atom 49 (C): -0.0908, atom 50 (H): 0.1179

No. 2
# C3H9N2O

A 2-piece molecular cluster, C3H9N2O overall at a distorted geometry (ωB97M-V/def2-TZVPD, the Open Molecules 2025 dataset).

As for the LUMO energy (alpha / beta): -5.88 / -5.88 eV. Its net charge is +1. The calculation puts the molar mass at 89.1 g/mol. The relative energy (zero: lowest compared OMol25 entry of this formula, charge and spin) comes out at 6.207 eV.

Cartesian coordinates (Å):
H1 -0.530 0.226 -2.223
H2 2.588 0.776 0.210
C1 -1.796 -0.684 0.876
H3 2.550 -1.009 0.273
N1 0.018 0.163 -1.263
O1 -1.439 1.504 0.835
H4 1.963 -0.124 -2.037
H5 -2.689 -1.070 0.405
N2 -1.665 0.466 0.073
H6 -1.831 -0.489 1.965
H7 1.155 -0.136 0.932
C2 1.961 -0.071 0.095
C3 1.262 0.054 -1.183
H8 -1.419 2.377 0.250
H9 -1.197 -1.566 0.405

Electronic structure analysis, Löwdin charges in units of e: atom 1 (H): 0.1659, atom 2 (H): 0.0753, atom 3 (C): -0.0573, atom 4 (H): 0.1130, atom 5 (N): 0.0973, atom 6 (O): 0.0579, atom 7 (H): 0.1475, atom 8 (H): 0.1106, atom 9 (N): -0.0192, atom 10 (H): 0.1263, atom 11 (H): 0.1029, atom 12 (C): -0.0627, atom 13 (C): -0.2404, atom 14 (H): 0.2246, atom 15 (H): 0.1584

No. 3
# C35H43CeCl2N2O2P3

C35H43CeCl2N2O2P3 as an isolated structure at a distorted geometry (ωB97M-V/def2-TZVPD, the Open Molecules 2025 dataset).

As for the LUMO energy (alpha / beta): -6.57 / -6.54 eV. Its net charge is +2. The calculation puts the molar mass at 827.7 g/mol. The relative energy (zero: lowest compared OMol25 entry of this formula, charge and spin) comes out at 0.000 eV.

Cartesian coordinates (Å):
C1 2.581 -3.010 3.834
H1 -0.497 2.304 -3.146
O1 4.100 -4.650 4.661
H2 0.143 -0.672 3.298
H3 -2.796 -3.739 -4.880
H4 0.661 3.017 -1.994
H5 1.813 -3.297 0.512
H6 -3.961 0.110 -3.307
P1 -3.559 -2.572 -2.297
H7 -4.638 -2.541 0.377
C2 -0.402 2.938 -2.255
C3 -2.904 -2.657 -5.017
C4 -7.527 -1.834 -2.148
N1 3.590 -2.939 6.048
C5 2.923 -2.262 -4.565
H8 -2.355 -2.690 -7.089
C6 -3.260 0.104 -5.354
Cl1 -2.318 0.071 1.857
H9 -0.152 3.831 0.496
H10 -5.962 -1.783 -3.659
H11 -0.680 -0.797 -4.068
H12 2.436 0.255 -1.385
H13 -3.153 1.998 -2.426
C7 -1.615 -6.134 -1.819
H14 -5.051 -4.796 -3.055
C8 -1.878 -4.767 -1.759
H15 3.276 -4.313 2.220
C9 -0.193 -1.222 -3.168
C10 1.650 -1.999 4.136
H16 -1.161 -4.067 -1.325
H17 1.914 -0.040 -6.641
C11 1.789 -2.946 1.543
H18 -1.513 3.084 1.367
C12 3.573 0.597 -4.062
H19 3.321 -1.964 6.134
C13 -2.560 -7.024 -2.339
C14 -1.820 -1.310 -0.977
H20 -8.319 -1.637 -2.869
H21 -2.636 -0.230 -7.397
C15 3.505 -3.618 4.847
C16 -2.643 -2.059 -6.250
H22 -2.633 -0.688 -0.438
H23 -1.844 4.321 0.108
H24 -0.813 3.937 -2.464
C17 -3.356 -1.869 -3.944
H25 2.074 -2.950 -4.670
H26 0.501 -0.902 -5.958
H27 -3.657 1.707 -0.728
C18 -2.798 -0.681 -6.416
H28 -3.420 1.174 -5.486
H29 -3.336 3.379 -1.289
C19 -5.195 -2.232 -1.693
N2 0.905 -1.946 1.839
C20 -3.571 -0.492 -4.134
C21 -1.188 3.488 0.401
P2 -1.292 2.155 -0.861
H30 -2.342 -8.088 -2.397
Ce1 -0.317 -0.426 0.242
C22 -6.783 -2.288 0.117
H31 -4.548 -7.226 -3.190
C23 -3.116 -4.300 -2.243
H32 -8.847 -1.997 -0.453
C24 -4.084 -5.191 -2.733
H33 1.525 -1.566 5.131
C25 0.851 -1.494 3.116
C26 -7.813 -2.027 -0.793
H34 0.773 0.819 -5.572
H35 -0.793 -3.090 -3.607
C27 1.188 -0.606 -2.917
H36 4.342 0.466 -4.836
H37 4.279 -3.294 6.675
H38 4.008 0.440 -3.064
H39 3.166 1.616 -4.122
C28 -5.465 -2.375 -0.316
C29 -6.216 -1.924 -2.606
P3 2.287 -0.603 -4.359
H40 -0.656 -6.506 -1.460
H41 3.506 -2.534 -3.674
H42 3.566 -2.284 -5.453
C30 -3.795 -6.550 -2.791
O2 0.053 -2.634 -3.422
H43 -7.001 -2.436 1.174
C31 2.616 -3.494 2.519
C32 -3.033 2.326 -1.386
C33 1.475 -0.205 -1.679
Cl2 1.371 1.321 1.029
C34 1.268 -0.142 -5.761
C35 -1.034 -0.964 -1.963

Electronic structure analysis, Löwdin charges in units of e: atom 1 (C): -0.0835, atom 2 (H): 0.0298, atom 3 (O): 0.1050, atom 4 (H): 0.0954, atom 5 (H): 0.1171, atom 6 (H): 0.0496, atom 7 (H): 0.1223, atom 8 (H): 0.1042, atom 9 (P): 1.1504, atom 10 (H): 0.1103, atom 11 (C): -0.2476, atom 12 (C): -0.0778, atom 13 (C): -0.0542, atom 14 (N): 0.1770, atom 15 (C): -0.1579, atom 16 (H): 0.1194, atom 17 (C): -0.0590, atom 18 (Cl): 0.1562, atom 19 (H): 0.0394, atom 20 (H): 0.1067, atom 21 (H): 0.1251, atom 22 (H): 0.0318, atom 23 (H): 0.0278, atom 24 (C): -0.0576, atom 25 (H): 0.1183, atom 26 (C): -0.0839, atom 27 (H): 0.1357, atom 28 (C): -0.3515, atom 29 (C): 0.0352, atom 30 (H): 0.0936, atom 31 (H): 0.0769, atom 32 (C): -0.0699, atom 33 (H): 0.0379, atom 34 (C): -0.1619, atom 35 (H): 0.1010, atom 36 (C): -0.0426, atom 37 (C): -0.2920, atom 38 (H): 0.1179, atom 39 (H): 0.1202, atom 40 (C): -0.4817, atom 41 (C): -0.0589, atom 42 (H): 0.0527, atom 43 (H): 0.0570, atom 44 (H): 0.0650, atom 45 (C): -0.3517, atom 46 (H): 0.0603, atom 47 (H): 0.0595, atom 48 (H): 0.0438, atom 49 (C): -0.0595, atom 50 (H): 0.1177, atom 51 (H): 0.0595, atom 52 (C): -0.3661, atom 53 (N): -0.0887, atom 54 (C): -0.0974, atom 55 (C): -0.2626, atom 56 (P): 0.7626, atom 57 (H): 0.1200, atom 58 (Ce): 0.2189, atom 59 (C): -0.0555, atom 60 (H): 0.1194, atom 61 (C): -0.3595, atom 62 (H): 0.1193, atom 63 (C): -0.0759, atom 64 (H): 0.1266, atom 65 (C): -0.1205, atom 66 (C): -0.0441, atom 67 (H): 0.0743, atom 68 (H): 0.0740, atom 69 (C): -0.3812, atom 70 (H): 0.0767, atom 71 (H): 0.1120, atom 72 (H): 0.0698, atom 73 (H): 0.0796, atom 74 (C): -0.0737, atom 75 (C): -0.0823, atom 76 (P): 0.8833, atom 77 (H): 0.1152, atom 78 (H): 0.0812, atom 79 (H): 0.0739, atom 80 (C): -0.0481, atom 81 (O): -0.0307, atom 82 (H): 0.1187, atom 83 (C): 0.0334, atom 84 (C): -0.2451, atom 85 (C): -0.0970, atom 86 (Cl): 0.1847, atom 87 (C): -0.1617, atom 88 (C): -0.1819

No. 4
# C3H4N2O2

One molecule with the formula C3H4N2O2 at a distorted geometry (ωB97M-V/def2-TZVPD, the Open Molecules 2025 dataset).

As for the LUMO energy (alpha / beta): -1.59 / -1.13 eV. Its net charge is 0. The calculation puts the molar mass at 100.1 g/mol. The relative energy (zero: lowest compared OMol25 entry of this formula, charge and spin) comes out at 5.673 eV.

Cartesian coordinates (Å):
H1 -2.592 1.519 -0.182
C1 0.498 -0.918 0.964
N1 0.142 -0.175 -0.264
O1 0.076 -0.882 2.068
N2 -0.906 0.489 -0.714
C2 1.193 -0.376 -1.070
C3 -1.630 1.180 0.246
H2 1.480 -1.304 0.557
O2 -1.287 1.426 1.381
H3 1.459 -1.397 -1.330
H4 1.568 0.439 -1.656

Electronic structure analysis, Löwdin charges in units of e: atom 1 (H): 0.1155, atom 2 (C): -0.2216, atom 3 (N): -0.1828, atom 4 (O): 0.1409, atom 5 (N): 0.0876, atom 6 (C): 0.0664, atom 7 (C): -0.3485, atom 8 (H): 0.1257, atom 9 (O): 0.0381, atom 10 (H): 0.0936, atom 11 (H): 0.0853